Formula: C19H18IN3O2PdS2
Source: OMol25
Level of theory: the ωB97M-V functional and the def2-TZVPD basis

Geometry as XYZ:
```
46
Properties=species:S:1:pos:R:3:lowdin_charge:R:1
I 1.10715 -1.10513 2.37308 0.91
Pd -0.71272 -0.85374 0.60109 0.50
S 0.87909 3.23062 1.95702 0.69
S 0.10671 0.53817 -1.08057 0.93
O -0.00976 4.34211 2.21086 -0.22
O 1.75894 2.74455 3.01091 -0.25
N -2.35011 -1.38726 -0.85661 -0.03
N 0.09890 -2.56304 -0.74315 -0.01
N 0.16147 1.99423 1.04389 -0.08
C -0.24347 -3.81874 -2.73641 0.04
C -3.38602 -0.54796 -1.00580 -0.10
C 1.03628 -4.36970 -2.62917 0.00
C -1.86834 0.07650 4.58687 -0.12
C 3.91604 4.54728 -0.42984 0.00
C -4.06305 -1.66194 -3.03817 0.00
C 1.85671 -3.94593 -1.58504 0.00
C 1.36224 -2.98557 -0.68802 -0.13
C -0.72596 -2.92918 -1.74425 -0.20
C 0.63095 1.87183 -0.17812 -0.69
C 3.66549 3.78064 -1.58482 -0.02
C -0.42282 -0.36545 4.67028 -0.26
C 1.93697 3.64318 0.58784 -0.22
C 2.53815 2.95158 -1.65589 0.01
C 3.04054 4.47847 0.66515 0.00
C -4.29957 -0.68773 -2.06256 -0.01
C -2.89960 -2.43291 -2.93984 0.04
C -2.04600 -2.28269 -1.81817 -0.20
C 1.69271 2.85429 -0.52511 -0.21
H -5.16748 -0.02690 -2.13089 0.13
H 0.21382 0.23111 5.33062 0.10
H 0.00774 -0.12431 3.63251 -0.20
H 3.22822 5.02829 1.58901 0.14
H -2.39253 -0.17978 5.50783 0.09
H -0.91062 -4.07129 -3.54590 0.11
H 1.35807 -5.11867 -3.36062 0.14
H -2.37533 -0.40879 3.74408 0.07
H 4.35914 3.82687 -2.42973 0.13
H -1.93249 1.16530 4.50655 0.08
H -2.60778 -3.12871 -3.72123 0.12
H -0.26888 -1.41129 4.90393 0.06
H 4.81179 5.18580 -0.38089 0.13
H 2.28608 2.40018 -2.56133 0.12
H -3.45585 0.26001 -0.27487 0.12
H 1.96552 -2.57803 0.12173 0.04
H 2.85980 -4.34983 -1.44821 0.13
H -4.74015 -1.81642 -3.88804 0.14
```

Results
**Orbital gap (alpha / beta)**: 0.3095 / 0.1800 hartree
**Max |F|**: 3.72 eV Å⁻¹
**Total charge**: +2
**Highest occupied orbital energy (alpha / beta)**: -15.260 / -15.149 eV
**Spin multiplicity**: 5